76
Properties=species:S:1:pos:R:3 method="wB97M-V/def2-TZVPD" e_homo_ev="-7.25 / -7.25" total_charge=0 lumo_ev="-1.60 / -1.19" homo_lumo_gap_ev="5.653 / 6.068" multiplicity=2
Ru 0.59072 0.27045 -0.48297
C -2.13078 2.68305 -2.01665
C -2.12293 1.60515 -0.98069
N -1.59748 0.42537 -1.24191
N -2.14839 -0.59505 -0.54230
C -1.57516 -1.73811 -0.45288
S 0.00977 -2.14855 -1.02575
S -2.49814 -3.04682 0.25749
C -3.59021 -2.18045 1.47605
C -3.10544 -2.54454 2.84091
C -2.24732 -1.69861 3.53301
C -1.70141 -2.09051 4.74308
C -2.00327 -3.33409 5.27101
C -2.87184 -4.17674 4.59556
C -3.42213 -3.78307 3.38968
C -2.65313 1.85335 0.35362
C -3.94021 2.30723 0.61213
C -4.41405 2.41661 1.90665
C -3.56827 2.14019 2.97826
C -2.26494 1.77226 2.75952
C -1.75990 1.56989 1.44864
O -0.55199 1.19324 1.28713
H -2.10750 2.25694 -3.01556
H -1.27171 3.34567 -1.89750
H -3.03547 3.27878 -1.90819
H -4.59745 -2.54302 1.28463
H -3.52980 -1.11363 1.26963
H -1.99914 -0.73321 3.11769
H -1.02633 -1.42935 5.26711
H -1.56439 -3.64677 6.20707
H -3.10831 -5.14727 5.00541
H -4.08622 -4.44438 2.85261
H -4.60135 2.49380 -0.22233
H -5.43604 2.71636 2.08226
H -3.93775 2.21408 3.99134
H -1.57445 1.60341 3.57318
O 3.88527 2.89456 0.31012
C 2.96096 2.25378 -0.19445
N 2.53238 1.06091 0.19773
C 3.26633 0.47832 1.28587
C 2.58691 -0.71275 1.88115
C 3.27364 -1.51336 2.79461
C 2.62694 -2.58054 3.38199
C 1.30376 -2.82033 3.04536
C 0.70521 -1.98914 2.11624
N 1.32821 -0.96794 1.54279
C 2.27688 2.77550 -1.42390
C 2.75730 3.95894 -1.97601
C 2.24589 4.39207 -3.18179
C 1.28205 3.61224 -3.80601
C 0.84781 2.45844 -3.17468
N 1.31514 2.05499 -1.99902
H 3.42356 1.23920 2.06992
H 4.26753 0.19081 0.92997
H 4.30574 -1.29316 3.01798
H 3.14722 -3.20623 4.09015
H 0.75350 -3.63296 3.48898
H -0.31758 -2.17119 1.82395
H 3.52910 4.48215 -1.43307
H 2.59913 5.30312 -3.63790
H 0.86365 3.89727 -4.75822
H 0.09767 1.82818 -3.63138
O 3.13201 -1.77921 -2.06731
S 2.53331 -0.58297 -2.65131
C 3.59779 -0.15366 -4.12905
C 3.05602 -0.96930 -5.28589
C 1.54155 -0.81733 -5.20614
C 1.17099 -1.15876 -3.77786
H 4.62668 -0.38458 -3.87001
H 3.48219 0.91728 -4.29178
H 3.33082 -2.01792 -5.15090
H 3.44956 -0.62645 -6.24562
H 1.03105 -1.47352 -5.91212
H 1.26972 0.21496 -5.44028
H 1.10462 -2.23146 -3.60984
H 0.25188 -0.68161 -3.43921



37
Properties=species:S:1:pos:R:3 method="wB97M-V/def2-TZVPD" e_homo_ev="-18.59 / -18.59" total_charge=+3 lumo_ev="-12.00 / -12.00" homo_lumo_gap_ev="6.589 / 6.590" multiplicity=1
Rh -0.87798 -0.04730 -0.89447
O -1.72418 -2.11857 4.75135
C -1.44491 -1.53618 3.61541
C -0.95811 -0.22386 3.48004
C -0.71368 0.27482 2.22691
N -0.92773 -0.45174 1.10776
C -1.37950 -1.70558 1.26947
Br -1.60957 -2.59837 -0.42715
C -1.65862 -2.30930 2.44991
H -1.55939 -1.57157 5.53553
H -0.77311 0.39510 4.34819
H -0.33165 1.27730 2.08428
H -2.02775 -3.32356 2.52196
N -1.13137 0.10592 -2.96790
C -1.89362 1.35832 -3.24874
C -2.94435 1.49909 -2.17169
N -2.21994 1.44450 -0.85497
H -0.27131 0.09446 -3.51519
H -1.67103 -0.70512 -3.27236
H -2.32932 1.34477 -4.24706
H -1.19028 2.19147 -3.20255
H -3.67652 0.69125 -2.19097
H -3.48174 2.44437 -2.25396
H -2.86489 1.29862 -0.07678
H -1.76322 2.34260 -0.68477
S 0.84136 1.44871 -1.01313
C 2.26959 0.51979 -0.57906
N 3.35854 1.27124 -0.29598
C 4.56575 0.74949 0.00639
C 4.72864 -0.61153 0.05912
C 3.62988 -1.41935 -0.21514
C 2.40305 -0.85514 -0.54184
H 3.27599 2.28359 -0.32160
H 5.35860 1.45982 0.19786
H 5.69516 -1.02830 0.30277
H 3.73480 -2.49669 -0.19302
H 1.56242 -1.49307 -0.78861



70
Properties=species:S:1:pos:R:3 method="wB97M-V/def2-TZVPD" e_homo_ev=-14.42 total_charge=+2 lumo_ev=-6.10 homo_lumo_gap_ev=8.329 multiplicity=1
Sc -0.00823 -0.42142 0.64743
C -2.04684 -4.35391 0.21390
C -1.31859 -3.31193 -0.33844
N -0.96982 -2.42646 0.60818
N -1.47288 -2.89387 1.77913
C -2.11620 -4.04410 1.56406
B -1.26831 -2.12677 3.12050
N -1.94545 -0.73197 3.00916
C -2.90021 -0.19937 3.77656
C -3.21226 1.06416 3.29566
C -2.38045 1.22938 2.20019
N -1.61088 0.14471 2.02840
N 0.24880 -1.92046 3.32235
C 1.04812 -2.36577 4.29543
C 2.34570 -1.95555 4.02983
C 2.24550 -1.24419 2.84400
N 0.97531 -1.22288 2.41477
H -2.45652 -5.21522 -0.28767
H -1.02788 -3.16378 -1.36960
H -2.58354 -4.57520 2.38039
H -1.73836 -2.74546 4.02917
H -3.30960 -0.75211 4.60914
H -3.94632 1.75255 3.68055
H -2.31339 2.06151 1.51444
H 0.65048 -2.94395 5.11650
H 3.22989 -2.14368 4.61645
H 3.02125 -0.74520 2.28257
C 3.22669 -2.22756 -2.03064
C 2.09699 -2.03011 -1.23367
N 1.85342 -0.89720 -0.60020
C 2.75471 0.11579 -0.70401
C 3.90559 0.01053 -1.48284
C 4.12606 -1.20386 -2.16044
C 4.82266 1.11371 -1.56088
C 4.59453 2.24589 -0.86947
C 3.42843 2.37358 -0.03970
C 3.16727 3.52784 0.72475
C 2.04791 3.58536 1.51210
C 1.18058 2.49172 1.52057
N 1.38938 1.40534 0.79846
C 2.51106 1.32699 0.03616
H 3.37280 -3.17829 -2.52417
H 1.37532 -2.82714 -1.09950
H 5.01467 -1.31875 -2.77056
H 5.70644 1.01055 -2.18030
H 5.28830 3.07700 -0.91926
H 3.86432 4.35757 0.68957
H 1.82506 4.44925 2.12283
H 0.28957 2.50084 2.13732
C 0.31498 2.15099 -2.34356
N -1.11287 1.96221 -2.53050
C -1.85312 3.19351 -2.82470
C -1.70931 0.83296 -2.09266
N -1.13414 0.07795 -1.15759
N -2.91198 0.49490 -2.61401
C -3.75023 -0.47743 -1.92313
C -3.24561 0.70464 -4.02735
H 0.68429 2.80092 -3.13412
H 0.82533 1.19625 -2.41321
H 0.54461 2.61911 -1.38307
H -1.62401 3.94624 -2.06576
H -2.92187 3.02329 -2.82129
H -1.55758 3.58556 -3.79771
H -1.57900 -0.83545 -1.19678
H -3.67876 -0.34571 -0.84594
H -3.48868 -1.50933 -2.18135
H -4.78508 -0.31549 -2.21630
H -2.42795 1.19430 -4.54480
H -4.14943 1.30601 -4.13417
H -3.42069 -0.26352 -4.50119



34
Properties=species:S:1:pos:R:3 method="wB97M-V/def2-TZVPD" e_homo_ev=-7.93 total_charge=0 lumo_ev=0.78 homo_lumo_gap_ev=8.704 multiplicity=1
C -2.44818 1.57847 1.39751
C -1.32638 1.09260 0.61845
C -0.67562 1.74208 -0.45759
C 0.40796 0.99952 -1.31075
C -0.10014 -0.43007 -1.63313
C -0.78519 -1.25463 -0.50724
C -0.10714 -2.68874 -0.37067
C -2.19578 -1.56990 -0.92885
C -0.92201 -0.36164 0.84337
C 0.19120 -0.50634 1.83036
C 1.53183 -0.14034 1.55597
C 2.18947 0.49913 0.40416
C 3.58008 1.01358 0.47124
C 3.75105 2.00339 -0.47716
O 2.70921 1.93486 -1.33157
C 1.73705 1.09815 -0.73745
H -2.75552 2.56049 1.13703
H -3.32633 0.87656 1.18624
H -2.23659 1.74673 2.48743
H -1.01173 2.76615 -0.66404
H 0.37908 1.47560 -2.27848
H 0.65504 -1.01691 -2.04722
H -0.77043 -0.40402 -2.41183
H -0.51958 -3.35185 -1.13600
H -0.39208 -3.21702 0.60012
H 0.93890 -2.74852 -0.53941
H -2.61156 -2.02553 -0.09051
H -2.31512 -2.14877 -1.85283
H -2.80733 -0.66093 -1.01813
H -1.73958 -0.90076 1.49112
H -0.06311 -1.04236 2.79926
H 2.24242 -0.42827 2.30733
H 4.18307 0.89954 1.40657
H 4.61307 2.60978 -0.74328



52
Properties=species:S:1:pos:R:3 method="wB97M-V/def2-TZVPD" e_homo_ev=-4.36 total_charge=-1 lumo_ev=-0.68 homo_lumo_gap_ev=3.678 multiplicity=1
N -0.41427 0.58495 5.96336
C -0.86747 0.74647 4.89239
C -1.45233 1.04802 3.64084
C -1.93004 0.09157 2.76527
C -1.95493 -1.24565 3.21653
N -2.01824 -2.31136 3.70139
C -2.97766 0.47968 1.79499
O -3.74353 -0.35316 1.30881
C -3.16218 1.94973 1.56793
Cl -4.34009 2.37914 0.42017
C -2.55290 2.88431 2.35217
Cl -2.86482 4.54499 2.22463
C -1.55092 2.49295 3.37854
O -0.81574 3.29178 3.95756
C 3.87055 -4.52474 -2.47988
C 2.82258 -4.25661 -1.47147
C 2.14020 -5.18089 -0.70765
C 1.14194 -4.58722 0.14604
C 1.06619 -3.22120 0.00547
B 0.11793 -2.20858 0.86398
C -1.36473 -2.41842 0.18720
C -1.62066 -1.75324 -0.99356
C -2.85770 -1.91467 -1.62989
C -3.78205 -2.78697 -1.07532
C -5.13359 -2.95892 -1.72788
F -5.60095 -4.23962 -1.60329
F -6.06063 -2.13355 -1.14364
F -5.10983 -2.66542 -3.06275
C -3.51410 -3.48359 0.09398
C -2.27357 -3.30452 0.72585
O 0.36595 -2.74956 2.21572
C 1.10363 -1.81503 2.80821
C 1.26895 -0.66640 1.97919
C 1.87650 0.48451 2.48163
C 2.28391 0.47097 3.81098
C 2.12340 -0.65705 4.61554
C 1.55724 -1.82754 4.12439
O 0.62783 -0.81375 0.80923
S 2.26267 -2.64942 -1.10112
H 4.15245 -5.57661 -2.40155
H 3.50063 -4.33109 -3.49322
H 4.75305 -3.90289 -2.30133
H 2.35833 -6.24561 -0.76029
H 0.52859 -5.18901 0.80890
H -0.86025 -1.11508 -1.43992
H -3.07925 -1.36899 -2.54235
H -4.25117 -4.15893 0.51412
H -2.05049 -3.87487 1.62538
H 1.96311 1.34285 1.82904
H 2.71430 1.37901 4.23972
H 2.42132 -0.61085 5.66311
H 1.39784 -2.72014 4.71496